Computed, not measured: C20H22N4O2 as an isolated structure in a non-equilibrium geometry, with ωB97M-V/def2-TZVPD.

Atoms and positions in Å:
C  -3.13  -2.00  -1.84
C  -3.02  -0.85  -0.97
C  -2.43  -0.89  0.26
C  -2.47  0.06  1.15
C  -3.03  1.14  0.65
C  -3.71  1.37  -0.39
C  -3.79  0.26  -1.15
H  -4.19  0.53  -2.41
H  -4.13  2.43  -0.82
H  -2.97  2.11  1.47
C  -1.91  0.12  2.54
C  -0.52  -0.26  2.22
N  0.59  0.30  2.28
N  1.71  -0.12  2.13
C  1.33  -1.44  1.72
O  -0.06  -1.63  2.10
C  2.28  -2.70  1.50
H  1.91  -3.49  2.06
C  2.28  -2.71  -0.13
C  2.43  -1.62  -0.91
O  2.18  -1.80  -2.30
N  2.88  -0.46  -0.34
H  3.05  -0.31  0.56
C  3.06  0.73  -1.09
C  2.20  1.90  -0.94
C  2.82  2.82  0.01
C  1.90  3.56  0.56
N  0.61  3.85  0.40
C  -0.01  2.65  -0.14
C  0.85  1.62  -0.76
C  0.12  0.66  -1.60
H  -0.06  -0.32  -1.00
H  0.71  0.23  -2.38
H  -0.89  0.75  -1.90
H  -1.05  2.61  -0.33
H  2.31  4.79  1.17
H  3.83  2.89  -0.02
H  2.87  0.46  -2.03
H  4.14  1.07  -1.20
H  2.76  -3.49  -0.21
H  1.26  -3.26  -0.16
H  3.12  -2.20  1.98
H  -2.05  0.78  3.14
H  -2.36  -1.06  3.08
H  -2.28  -1.87  0.51
H  -3.17  -3.00  -1.41
H  -2.15  -2.16  -2.40
H  -3.84  -2.03  -2.62

Results
HOMO level ... -8.77 eV
2S+1 ... 1